#1
DFT (the ωB97M-V functional and the def2-TZVPD basis) results for a gas-phase ion, C4H10N (charge +1).

Cartesian coordinates (Å):
C -0.5040 -1.0040 -0.5726
N -1.0793 -0.1946 0.5634
C 0.1151 0.3763 1.2185
C 1.0261 0.7694 0.0339
C 0.5616 -0.1346 -1.1782
H -0.1945 -2.0079 -0.2675
H -1.2644 -1.3414 -1.2814
H -1.6443 -0.8227 1.1299
H -1.6691 0.4839 0.0773
H 0.5890 -0.3460 1.8802
H -0.1385 1.2329 1.8433
H 0.6633 1.7663 -0.2601
H 2.0403 1.0245 0.3247
H 1.4906 -0.3580 -1.6957
H 0.0078 0.5560 -1.8156

Values from the calculation:
**Orbital gap**: 0.451 Ha
**SMILES string**: C1CC[NH2+]C1
**Total charge**: +1

#2
DFT (the ωB97M-V functional and the def2-TZVPD basis) results for 2 unconnected molecules or ions with the total composition C4H10N.

Cartesian coordinates (Å):
C 0.3525 0.3461 -2.2414
C 1.5876 -0.3007 -1.5856
C 1.2624 -0.6918 -0.1855
C 0.1007 -0.2894 0.2389
N -2.3656 0.2781 3.3416
H -0.4711 0.0506 -1.4960
H 0.3862 1.4311 -2.2089
H 0.0823 -0.0027 -3.2357
H 1.9878 -1.0541 -2.2681
H 2.4151 0.4134 -1.4680
H 1.9807 -1.3275 0.3419
H -0.3307 -0.5909 1.2212
H -1.9778 0.1157 2.4220
H -3.2564 0.7508 3.2381
H -1.7537 0.8713 3.8854

Values from the calculation:
**Orbital gap**: 0.153 Ha
**Total charge**: +1

Most stable to least stable: #1, #2